C3H3N5 | wB97M-V/def2-TZVPD

Kohn-Sham gap: 9.223 eV
Highest occupied orbital energy: -9.79 eV
SMILES: [H]/N=c1/cncnnn1
Strongest force on any atom: 4.397 eV/A

Geometry as ORCA input:
```
! RIJCOSX wB97M-V def2-TZVPD def2/J DEFGRID3
* xyz 0 1
H -2.5540 0.4925 1.0033
N -1.8907 -0.3748 0.8780
C -1.1030 -0.1995 -0.0580
C -0.1971 -1.2902 -0.6150
N 1.0224 -1.3533 -0.2724
C 1.5681 -0.3179 0.5314
N 1.2501 0.9619 0.4875
N 0.3618 1.5023 -0.5379
N -0.8338 1.0908 -0.5599
H -0.7149 -1.9465 -1.3725
H 2.2924 -0.4880 1.2518
*
```